# 1
{
  "formula": "C18H52N4O6",
  "method": "ωB97M-V with the def2-TZVPD basis set",
  "elements": ["C", "C", "C", "O", "C", "N", "H", "H", "H", "H", "H", "H", "H", "H", "H", "H", "H", "C", "C", "C", "O", "C", "N", "H", "H", "H", "H", "H", "H", "H", "H", "H", "H", "H", "C", "C", "C", "O", "C", "N", "H", "H", "H", "H", "H", "H", "H", "H", "H", "H", "H", "C", "C", "C", "O", "C", "N", "H", "H", "H", "H", "H", "H", "H", "H", "H", "H", "H", "C", "O", "H", "H", "H", "H", "C", "O", "H", "H", "H", "H"],
  "xyz": [[-2.77, 1.24, -0.59], [-1.82, 2.25, -1.35], [-2.46, 3.33, -2.26], [-2.80, 2.65, -3.45], [-3.66, 3.46, -4.31], [-1.07, 2.86, -0.31], [-2.30, 0.59, 0.16], [-3.31, 0.57, -1.25], [-3.48, 1.91, -0.10], [-1.19, 1.64, -1.99], [-1.67, 4.04, -2.49], [-3.32, 3.82, -1.81], [-4.63, 3.68, -3.86], [-3.95, 2.95, -5.23], [-3.30, 4.44, -4.61], [-0.33, 2.30, 0.08], [-0.58, 3.65, -0.71], [0.17, 1.59, 7.08], [0.99, 0.76, 6.10], [0.46, -0.66, 5.69], [0.28, -1.52, 6.79], [0.10, -2.88, 6.37], [1.09, 1.66, 4.93], [0.62, 2.51, 7.44], [0.04, 1.03, 8.00], [-0.82, 1.72, 6.64], [1.99, 0.71, 6.52], [1.13, -1.10, 4.95], [-0.50, -0.63, 5.18], [-0.85, -3.12, 5.90], [0.11, -3.48, 7.29], [0.78, -3.16, 5.56], [0.28, 1.72, 4.33], [1.11, 2.60, 5.32], [2.19, -9.29, 1.35], [2.98, -8.44, 2.28], [2.85, -6.90, 2.01], [1.39, -6.69, 1.97], [1.03, -5.40, 1.41], [2.59, -8.66, 3.66], [1.15, -8.96, 1.32], [2.21, -10.38, 1.43], [2.66, -9.01, 0.40], [4.01, -8.77, 2.22], [3.17, -6.65, 1.00], [3.12, -6.26, 2.85], [0.24, -5.37, 0.66], [1.90, -4.95, 0.94], [0.86, -4.82, 2.32], [1.60, -8.70, 3.83], [2.75, -7.82, 4.20], [3.63, 0.56, -3.23], [4.19, 1.89, -3.87], [3.21, 3.13, -3.87], [3.87, 4.16, -4.57], [3.02, 5.33, -4.74], [5.33, 2.24, -3.10], [3.17, 0.72, -2.25], [4.23, -0.35, -3.20], [2.77, 0.30, -3.84], [4.39, 1.79, -4.94], [2.95, 3.38, -2.84], [2.27, 2.84, -4.34], [3.63, 6.02, -5.32], [2.77, 5.71, -3.75], [2.08, 5.14, -5.25], [5.72, 3.04, -3.58], [5.97, 1.48, -3.23], [-7.82, -3.15, -0.30], [-7.43, -3.69, -1.54], [-7.26, -3.81, 0.35], [-7.41, -2.14, -0.42], [-8.87, -3.14, -0.01], [-6.62, -3.26, -1.83], [-3.53, 9.39, -5.83], [-2.44, 8.93, -5.03], [-3.51, 8.76, -6.72], [-4.39, 9.01, -5.28], [-3.46, 10.46, -6.06], [-1.56, 9.23, -5.28]],
  "multiplicity": 1,
  "smiles": "COC[C@H](C)N.COC[C@H](C)N.COC[C@H](C)N.COC[C@H](C)N.CO.CO",
  "fmax_ha_per_bohr": 0.0621,
  "e_tot_ha": -1387.2225,
  "homo_energy_ev": -9.064,
  "e_above_lowest_kj_mol": 396.6
}

---

# 2
{
  "formula": "C18H52O8",
  "method": "ωB97M-V with the def2-TZVPD basis set",
  "elements": ["C", "C", "C", "O", "H", "H", "H", "H", "H", "H", "H", "H", "C", "C", "C", "O", "H", "H", "H", "H", "H", "H", "H", "H", "C", "C", "C", "O", "H", "H", "H", "H", "H", "H", "H", "H", "C", "C", "C", "O", "H", "H", "H", "H", "H", "H", "H", "H", "C", "C", "C", "O", "H", "H", "H", "H", "H", "H", "H", "H", "C", "O", "H", "H", "H", "H", "C", "O", "H", "H", "H", "H", "C", "O", "H", "H", "H", "H"],
  "xyz": [[-2.79, 3.43, -2.13], [-4.23, 3.28, -1.69], [-5.12, 4.39, -2.22], [-4.62, 2.14, -2.33], [-2.71, 3.44, -3.21], [-2.22, 2.59, -1.71], [-2.39, 4.36, -1.73], [-4.22, 3.15, -0.61], [-6.18, 4.16, -2.15], [-4.87, 4.62, -3.25], [-4.97, 5.27, -1.60], [-5.23, 1.75, -1.70], [1.55, 3.73, -2.47], [0.88, 2.65, -3.39], [1.92, 2.07, -4.35], [0.32, 1.66, -2.65], [0.84, 4.07, -1.71], [2.05, 4.51, -3.05], [2.40, 3.27, -1.96], [0.02, 3.14, -3.86], [2.62, 1.43, -3.81], [2.53, 2.73, -4.97], [1.50, 1.48, -5.17], [-0.60, 1.55, -2.88], [-2.60, 1.68, 4.19], [-3.53, 0.92, 3.23], [-4.33, 1.96, 2.45], [-2.80, 0.03, 2.44], [-3.15, 2.33, 4.87], [-1.90, 2.31, 3.64], [-2.01, 0.98, 4.78], [-4.32, 0.30, 3.66], [-4.96, 2.46, 3.19], [-5.08, 1.53, 1.79], [-3.70, 2.65, 1.90], [-2.72, -0.73, 3.02], [4.19, 0.61, 1.70], [3.80, -0.07, 0.40], [3.30, 0.71, -0.74], [5.10, -0.62, 0.05], [4.80, -0.03, 2.34], [3.32, 0.88, 2.30], [4.60, 1.61, 1.53], [3.20, -0.98, 0.49], [3.76, 1.70, -0.80], [2.22, 0.72, -0.58], [3.63, 0.30, -1.69], [5.31, -1.32, 0.68], [2.61, -3.43, -0.66], [2.91, -4.87, -1.05], [2.70, -5.12, -2.52], [4.33, -5.24, -0.81], [2.63, -3.40, 0.43], [1.60, -3.13, -0.92], [3.49, -2.85, -0.93], [2.26, -5.55, -0.49], [1.62, -5.08, -2.66], [2.95, -6.17, -2.63], [3.20, -4.43, -3.20], [4.87, -5.20, -1.60], [-1.30, -5.11, 2.05], [-1.89, -5.62, 3.22], [-1.46, -4.03, 2.05], [-0.25, -5.41, 2.15], [-1.64, -5.65, 1.18], [-2.20, -6.51, 3.03], [0.96, -0.78, 3.50], [0.45, 0.22, 4.33], [0.16, -1.49, 3.26], [1.20, -0.32, 2.54], [1.79, -1.23, 4.04], [0.21, -0.30, 5.10], [-0.42, -0.68, -0.22], [-1.31, -1.46, 0.60], [-0.76, 0.35, -0.38], [0.51, -0.42, 0.28], [-0.20, -1.03, -1.23], [-1.62, -0.87, 1.28]],
  "multiplicity": 1,
  "smiles": "CC(C)O.CC(C)O.CC(C)O.CC(C)O.CC(C)O.CO.CO.CO",
  "fmax_ha_per_bohr": 0.0684,
  "e_tot_ha": -1318.7539,
  "homo_energy_ev": -9.781,
  "e_above_lowest_kj_mol": 467.9
}

---

# 3
{
  "formula": "C18H53CuO17",
  "method": "ωB97M-V with the def2-TZVPD basis set",
  "elements": ["Cu", "C", "C", "O", "H", "H", "H", "H", "H", "C", "C", "O", "O", "H", "H", "H", "H", "H", "H", "C", "C", "O", "O", "H", "H", "H", "H", "H", "H", "C", "C", "O", "O", "H", "H", "H", "H", "H", "H", "C", "C", "O", "O", "H", "H", "H", "H", "H", "H", "C", "C", "O", "O", "H", "H", "H", "H", "H", "H", "C", "C", "O", "O", "H", "H", "H", "H", "H", "H", "C", "C", "O", "O", "H", "H", "H", "H", "H", "H", "C", "C", "O", "O", "H", "H", "H", "H", "H", "H"],
  "xyz": [[-1.71, 5.36, -3.03], [0.15, -0.31, -0.46], [-0.37, 1.05, -0.06], [-0.61, 2.00, -1.05], [0.86, -0.17, -1.28], [-0.57, -0.97, -0.95], [0.55, -0.78, 0.43], [0.36, 1.55, 0.57], [-1.19, 0.95, 0.64], [2.63, 4.28, 5.35], [1.40, 4.71, 4.55], [0.70, 5.61, 5.41], [2.30, 3.83, 6.59], [3.29, 5.14, 5.47], [3.25, 3.54, 4.84], [0.97, 3.77, 4.21], [1.49, 5.18, 3.58], [0.43, 5.07, 6.16], [1.75, 3.05, 6.43], [-3.64, -6.17, -0.07], [-4.05, -7.46, -0.81], [-3.83, -7.44, -2.16], [-4.65, -5.22, -0.03], [-2.69, -5.81, -0.47], [-3.48, -6.43, 0.98], [-5.11, -7.61, -0.63], [-3.61, -8.34, -0.34], [-4.20, -6.66, -2.59], [-5.36, -5.48, 0.56], [5.43, -3.06, 3.77], [4.35, -3.85, 2.98], [3.29, -4.39, 3.75], [4.85, -1.92, 4.28], [6.26, -2.73, 3.14], [5.87, -3.76, 4.48], [4.91, -4.70, 2.58], [4.02, -3.26, 2.13], [3.22, -3.89, 4.57], [5.06, -1.18, 3.71], [-5.58, 3.34, 3.68], [-6.15, 2.47, 2.54], [-5.48, 2.61, 1.31], [-4.24, 2.95, 4.02], [-6.30, 3.28, 4.50], [-5.48, 4.35, 3.29], [-7.21, 2.66, 2.42], [-5.92, 1.41, 2.67], [-5.53, 1.85, 0.73], [-3.81, 2.71, 3.20], [-2.63, 0.63, -5.24], [-3.57, 1.80, -5.57], [-3.72, 2.67, -4.43], [-1.29, 1.08, -5.20], [-2.82, -0.15, -5.98], [-2.94, 0.26, -4.26], [-4.50, 1.35, -5.90], [-3.16, 2.29, -6.46], [-4.59, 2.41, -4.12], [-1.15, 1.26, -4.27], [3.54, 4.61, -3.04], [2.87, 5.39, -4.19], [1.54, 4.91, -4.49], [2.86, 4.69, -1.81], [4.57, 4.93, -2.87], [3.62, 3.55, -3.27], [3.44, 5.25, -5.11], [2.88, 6.43, -3.87], [1.66, 4.38, -5.28], [2.23, 3.96, -1.76], [2.70, -1.84, -8.46], [3.89, -2.30, -9.27], [4.51, -3.46, -8.68], [2.99, -1.72, -7.09], [1.87, -2.54, -8.58], [2.28, -0.93, -8.88], [4.63, -1.51, -9.20], [3.50, -2.34, -10.29], [5.05, -3.24, -7.92], [2.24, -1.26, -6.71], [-0.25, -2.48, 7.20], [-0.16, -1.53, 6.00], [0.94, -0.66, 6.05], [0.82, -3.46, 7.35], [-1.08, -3.14, 6.97], [-0.62, -1.97, 8.09], [-1.15, -1.09, 5.99], [-0.09, -2.03, 5.03], [1.73, -1.20, 5.96], [0.66, -4.12, 8.03]],
  "multiplicity": 2,
  "total_charge": 1,
  "fmax_ha_per_bohr": 0.0600,
  "s2": 0.75,
  "e_tot_ha": -3636.5018,
  "homo_energy_ev": [-11.286, -11.286],
  "e_above_lowest_kj_mol": 689.2
}